No. 1
ORCA calculation (the ωB97M-V functional and the def2-TZVPD basis) on an isolated molecule of C3H5NOS2.

```
12
Properties=species:S:1:pos:R:3:forces:R:3
C 0.1799 0.7043 0.4597 -0.245 -1.390 0.280
C 1.3562 1.2379 0.7355 0.302 0.653 -0.849
C -0.0825 -0.7909 0.3280 2.168 0.417 -2.607
N -0.9098 -1.2516 -0.7453 -0.464 -1.502 2.734
O 3.2332 1.0320 -1.0667 0.027 0.831 -1.743
S 1.9391 -1.5043 0.0862 -0.920 1.827 0.300
S 2.8855 0.4773 0.2138 -0.220 -2.477 2.345
H -0.6817 1.3248 0.4414 -0.855 0.445 0.241
H 1.5090 2.2964 0.9919 -0.272 -0.458 -0.210
H -0.1739 -1.2007 1.3268 -0.719 -0.413 -0.285
H -1.0616 -0.7742 -1.6179 0.418 0.057 0.268
H -1.3148 -2.2207 -0.6275 0.780 2.010 -0.474
```
Forces are in eV/Å.

Calculated values
M   135.21 g mol⁻¹
Energy above the lowest of the compared OMol25 structures with the same formula, charge and spin   55.07 kcal/mol
Net charge   0
E_HOMO   -8.708 eV

No. 2
ORCA calculation (the ωB97M-V functional and the def2-TZVPD basis) on an isolated molecule of C4H9NO.

```
15
Properties=species:S:1:pos:R:3:forces:R:3
C 1.7099 0.2883 0.2870 0.071 -0.014 0.072
C 0.5730 -0.0514 -0.6958 -0.002 -0.003 -0.056
C -0.8016 -0.0204 -0.0575 -0.096 0.251 0.102
C -1.5159 -1.3121 0.2666 -0.021 -0.037 0.039
N -1.4235 1.0535 0.2497 0.057 -0.616 0.012
O -0.7839 2.2443 -0.0192 0.243 0.215 -0.065
H 1.6936 1.3272 0.6402 -0.047 -0.194 -0.073
H 1.6477 -0.3410 1.1799 0.034 0.032 -0.136
H 2.6836 0.1265 -0.1841 -0.124 -0.005 0.062
H 0.5921 0.6338 -1.5557 0.008 -0.084 0.134
H 0.7497 -1.0503 -1.1057 -0.071 0.128 0.080
H -2.0189 -1.2328 1.2332 0.040 0.000 -0.155
H -2.2793 -1.5439 -0.4851 0.166 0.055 0.049
H -0.8180 -2.1541 0.3033 -0.061 0.149 0.014
H 0.1531 2.0633 -0.1969 -0.197 0.123 -0.081
```
Forces are in eV/Å.

Calculated values
M   87.12 g mol⁻¹
Energy above the lowest of the compared OMol25 structures with the same formula, charge and spin   58.78 kcal/mol
Structure (SMILES)   CC/C(C)=N\O
Net charge   0
E_HOMO   -9.436 eV

No. 3
ORCA calculation (the ωB97M-V functional and the def2-TZVPD basis) on a cluster of 2 separate species, C6H10NO in total.

```
18
Properties=species:S:1:pos:R:3:forces:R:3
C 0.1821 0.0580 -0.3190 -1.590 3.007 0.873
C -2.9124 1.6757 0.2004 -1.246 -0.413 -4.317
C -2.7047 2.0013 1.5396 0.970 2.522 1.588
C 2.4879 -0.5888 0.0299 -0.826 1.890 0.622
C 0.8705 -2.1153 -1.1362 -0.014 0.785 2.790
C 1.2593 -0.6201 -0.9010 3.002 -1.126 -3.487
N -0.5794 0.7855 0.1719 0.707 -1.409 -0.719
O -3.1297 1.5293 -0.9129 0.573 0.360 3.651
H -2.3302 3.1107 1.5438 -0.357 -1.843 -0.220
H -3.4816 1.9798 2.3028 -0.745 -0.305 -0.722
H -1.9051 1.3605 1.8581 0.615 -0.187 0.235
H 2.8532 0.4784 0.1292 -0.252 -1.336 0.131
H 2.0967 -0.9720 0.9703 0.567 0.151 0.436
H 3.2664 -1.2325 -0.3205 0.402 -0.293 -0.376
H 1.3581 -2.4875 -0.1838 -0.993 -0.918 -1.384
H 1.2039 -2.6075 -2.0127 0.731 -0.120 -0.737
H -0.2114 -2.2266 -1.0766 0.044 -0.227 0.037
H 1.6763 -0.1286 -1.8833 -1.587 -0.539 1.599
```
Forces are in eV/Å.

Calculated values
M   112.15 g mol⁻¹
Energy above the lowest of the compared OMol25 structures with the same formula, charge and spin   38.49 kcal/mol
Net charge   +1
E_HOMO   -14.805 eV

No. 4
ORCA calculation (the ωB97M-V functional and the def2-TZVPD basis) on an isolated molecule of CS3.

```
4
Properties=species:S:1:pos:R:3:forces:R:3
C -0.9627 0.4164 -0.1697 0.589 -1.763 0.726
S -2.4577 -0.0666 0.0459 2.049 1.207 -0.525
S 0.6894 -0.2750 0.1278 -0.550 -0.083 0.056
S 2.7310 -0.0748 -0.0040 -2.087 0.639 -0.256
```
Forces are in eV/Å.

Calculated values
M   108.21 g mol⁻¹
Energy above the lowest of the compared OMol25 structures with the same formula, charge and spin   51.28 kcal/mol
Net charge   0
E_HOMO (alpha / beta)   -8.431 / -8.432 eV

No. 5
ORCA calculation (the ωB97M-V functional and the def2-TZVPD basis) on a cluster of 2 separate species, C2H2FIO in total.

```
7
Properties=species:S:1:pos:R:3:forces:R:3
C -0.1479 0.9199 0.1297 -0.896 -0.101 -0.772
C 0.1178 -0.3917 -0.4019 -0.124 -1.520 1.334
O -1.3295 1.2210 0.0169 1.138 1.488 0.842
F -0.9638 -0.9564 -0.8823 0.259 -0.606 -0.675
I 1.9015 -1.2836 -0.9521 -0.150 0.273 0.065
H 0.7414 1.4878 0.4831 -0.736 0.136 0.139
H -0.3195 -0.9969 1.6066 0.509 0.331 -0.933
```
Forces are in eV/Å.

Calculated values
M   187.94 g mol⁻¹
Energy above the lowest of the compared OMol25 structures with the same formula, charge and spin   89.94 kcal/mol
Net charge   0
E_HOMO (alpha / beta)   -9.114 / -10.219 eV

No. 6
ORCA calculation (the ωB97M-V functional and the def2-TZVPD basis) on an isolated molecule of C4H6O2.

```
12
Properties=species:S:1:pos:R:3:forces:R:3
C 0.3485 -0.5785 1.5127 0.126 -0.119 0.194
C -0.0272 0.7762 -0.4818 -0.141 0.117 -0.200
C 0.8974 -0.2381 -0.9484 0.114 0.028 -0.057
O -0.0077 -0.7329 0.1201 -0.185 0.121 0.147
C -1.3491 1.0211 -0.9867 0.016 0.230 -0.173
O -1.6476 1.9062 -1.7707 0.072 -0.329 0.064
H 0.2811 -1.5698 1.9609 0.149 0.043 0.003
H 1.3445 -0.1422 1.6076 -0.095 -0.117 -0.035
H -0.3817 0.1044 1.9507 0.158 -0.219 -0.037
H 0.7241 -0.8209 -1.8570 -0.019 0.052 0.167
H 1.9486 -0.2175 -0.6486 -0.225 0.043 0.050
H -2.1272 0.4026 -0.4749 0.031 0.150 -0.124
```
Forces are in eV/Å.

Calculated values
M   86.09 g mol⁻¹
Energy above the lowest of the compared OMol25 structures with the same formula, charge and spin   118.10 kcal/mol
Net charge   0
E_HOMO   -8.342 eV

The records above give, respectively, energy values of -28397.8427 -7829.7708 -9912.7243 -33538.9338 -14967.0863 -8335.3399 eV.